1.
Density functional theory data (ωB97M-V/def2-TZVPD) for a 10-piece molecular cluster, C28H82N6O10 overall in a non-equilibrium geometry.

The value obtained for the orbital gap is 8.866 eV. The HOMO energy comes out at -8.33 eV. For the relative energy (zero: lowest compared OMol25 entry of this formula, charge and spin), the calculation gives 51.2 kcal per mole. The LUMO energy is 0.5 eV. As for the structure (SMILES): COC[C@H](C)N.COC[C@H](C)N.COC[C@H](C)N.COC[C@H](C)N.COC[C@H](C)N.COC[C@H](C)N.CO.CO.CO.CO.

Geometry as XYZ:
```
126
C28H82N6O10 (ωB97M-V/def2-TZVPD)
C 15.0662 -20.9509 10.3887
O 15.4281 -20.9250 11.7585
C 14.8734 -19.7894 12.4041
C 14.8250 -20.0910 13.8965
C 14.0580 -19.0783 14.7361
N 16.1937 -20.2354 14.4127
H 15.5069 -20.0913 9.8712
H 13.9844 -20.8473 10.2569
H 15.4057 -21.8855 9.9520
H 15.5659 -18.9508 12.2629
H 13.8654 -19.5062 12.0908
H 14.3093 -21.0619 13.9610
H 14.0652 -19.2694 15.8049
H 13.0254 -19.1009 14.3683
H 14.3690 -18.0456 14.5767
H 16.1553 -20.8342 15.2290
H 16.7697 -20.7027 13.7214
C 19.5733 -19.4248 21.3339
O 19.8880 -18.2677 22.0859
C 19.5447 -18.3601 23.4576
C 20.7117 -19.0036 24.2372
C 20.4150 -19.0605 25.7446
N 22.0097 -18.4054 23.9802
H 20.0978 -19.4373 20.3791
H 18.4929 -19.4100 21.1521
H 19.8878 -20.3363 21.8511
H 19.5075 -17.3063 23.7570
H 18.6036 -18.8876 23.6089
H 20.6549 -20.0255 23.8393
H 21.2487 -19.4169 26.3542
H 19.5398 -19.6897 25.9142
H 20.3234 -18.0425 26.1389
H 21.8472 -17.4414 23.7103
H 22.7179 -18.4451 24.6919
C 12.1037 -21.0378 17.0347
O 11.9072 -22.4123 17.3215
C 10.5575 -22.7898 17.4112
C 10.3362 -24.2567 17.0584
C 10.7975 -24.5893 15.6061
N 8.8687 -24.5526 17.1090
H 11.5086 -20.3698 17.6596
H 11.8664 -20.8460 15.9816
H 13.1825 -20.9365 17.1399
H 10.0412 -22.6558 18.3693
H 10.0080 -22.1677 16.6904
H 10.8901 -24.9459 17.6955
H 11.8690 -24.3790 15.5509
H 10.1910 -23.9821 14.9372
H 10.6601 -25.6542 15.4283
H 8.8369 -25.5620 17.1576
H 8.4424 -24.2248 16.2548
C 16.0271 -17.9491 24.0560
O 16.1539 -18.5226 22.7935
C 15.0756 -18.4127 21.8800
C 14.9963 -17.0011 21.2696
C 13.6488 -16.7279 20.6215
N 16.0782 -16.7066 20.2949
H 16.8666 -18.0891 24.7317
H 15.1310 -18.3106 24.5826
H 15.8714 -16.8657 23.9582
H 15.2304 -19.2371 21.1824
H 14.1678 -18.6910 22.4330
H 15.1514 -16.3480 22.1321
H 12.8621 -16.9413 21.3429
H 13.5321 -17.4205 19.7771
H 13.6214 -15.7698 20.1046
H 16.1759 -17.6076 19.7966
H 16.9368 -16.9008 20.8321
C 15.9698 -13.0416 11.4101
O 16.5450 -13.3440 12.6486
C 15.7169 -14.0753 13.5798
C 16.5369 -15.3143 13.9635
C 17.0283 -16.1517 12.7993
N 15.7312 -16.1477 14.8799
H 15.3028 -12.1760 11.5606
H 15.4821 -13.8528 10.8588
H 16.7835 -12.6731 10.7747
H 15.5743 -13.3234 14.3588
H 14.7603 -14.3671 13.1360
H 17.3786 -14.9177 14.5468
H 16.1809 -16.5052 12.2059
H 17.6234 -17.0148 13.1019
H 17.6891 -15.6062 12.1233
H 16.2569 -16.9718 15.1619
H 15.6788 -15.5878 15.7321
C 9.3777 -13.9426 15.4147
O 10.5726 -13.9502 14.6530
C 11.3649 -15.0834 14.9610
C 12.1116 -14.9263 16.2816
C 12.9071 -13.6025 16.2703
N 13.1699 -15.9589 16.3372
H 8.6771 -14.6604 14.9730
H 8.8994 -12.9810 15.2022
H 9.5437 -14.0249 16.4880
H 10.7973 -16.0247 15.0246
H 12.0110 -15.3371 14.1176
H 11.5296 -15.0909 17.1872
H 13.5826 -13.4808 17.1066
H 12.2634 -12.7154 16.2410
H 13.4452 -13.6684 15.3268
H 13.8055 -15.9917 15.5366
H 13.7802 -15.8903 17.1423
C 19.9672 -19.3623 17.4190
O 19.2989 -20.5959 17.7170
H 19.9890 -19.0791 16.3690
H 19.4932 -18.6635 18.1069
H 21.0000 -19.4237 17.7810
H 19.7969 -21.3492 17.3861
C 15.9906 -22.7994 17.4398
O 17.1160 -22.4773 16.6202
H 16.2616 -23.4019 18.3125
H 15.5636 -21.8909 17.8849
H 15.2513 -23.2745 16.8004
H 17.6230 -21.8381 17.1377
C 15.8883 -18.9582 17.7894
O 16.8731 -19.1051 18.7888
H 15.7747 -17.8933 17.5531
H 16.1405 -19.5584 16.9144
H 14.8559 -19.2336 18.0597
H 17.5081 -19.7711 18.5162
C 16.0123 -13.9230 17.9166
O 16.1719 -15.3339 17.8798
H 16.9017 -13.4031 18.2895
H 15.9345 -13.6206 16.8670
H 15.0895 -13.7013 18.4594
H 16.2745 -15.6332 18.8121
```



2.
Density functional theory data (ωB97M-V/def2-TZVPD) for a 12-piece molecular cluster, C28H84N4O12 overall in a non-equilibrium geometry.

The value obtained for the orbital gap is 9.436 eV. The HOMO energy comes out at -9.05 eV. For the relative energy (zero: lowest compared OMol25 entry of this formula, charge and spin), the calculation gives 128.6 kcal per mole. The LUMO energy is 0.4 eV. As for the structure (SMILES): COC[C@H](C)N.COC[C@H](C)N.COC[C@H](C)N.COC[C@H](C)N.CCO.CCO.CCO.CCO.CO.CO.CO.CO.

Geometry as XYZ:
```
128
C28H84N4O12 (ωB97M-V/def2-TZVPD)
C -6.2922 -3.6037 -1.9741
O -6.0129 -2.4476 -2.7925
C -5.1662 -1.5313 -2.0940
C -5.2095 -0.1089 -2.7657
C -6.6264 0.5576 -2.5762
N -5.0532 -0.2476 -4.2064
H -6.8650 -4.2440 -2.6448
H -6.8752 -3.5101 -1.0578
H -5.3147 -4.0068 -1.7095
H -5.4692 -1.4686 -1.0489
H -4.1474 -1.9185 -2.0799
H -4.4650 0.4833 -2.2337
H -6.9738 0.3859 -1.5575
H -7.3865 0.1896 -3.2654
H -6.6164 1.6413 -2.6930
H -5.5836 -1.0617 -4.4823
H -4.0854 -0.3962 -4.4541
C 4.2100 2.4428 -2.7267
O 3.9410 1.7595 -1.4997
C 3.0063 0.6966 -1.5312
C 3.2780 -0.4080 -2.6470
C 2.3271 -1.6198 -2.5573
N 4.5636 -0.9288 -2.5424
H 3.2765 2.9505 -2.9699
H 4.5246 1.6879 -3.4473
H 5.1066 3.0313 -2.5323
H 2.9833 0.2491 -0.5376
H 2.0658 1.1702 -1.8127
H 3.1431 0.0554 -3.6243
H 2.6179 -2.3770 -3.2854
H 1.3345 -1.2145 -2.7537
H 2.3165 -2.0511 -1.5563
H 5.1669 -0.1210 -2.4826
H 4.6097 -1.4711 -3.3932
C -1.8992 3.3386 0.8602
O -0.5494 3.7955 0.6744
C -0.1568 4.3241 -0.6010
C 1.2548 5.0477 -0.6438
C 1.6718 5.5528 -2.1133
N 2.1896 4.0011 -0.1351
H -2.5700 4.1219 0.5073
H -1.9640 3.2487 1.9446
H -2.1793 2.3518 0.4915
H -0.1744 3.5763 -1.3938
H -0.9682 4.9297 -1.0046
H 1.1687 5.8437 0.0958
H 2.6712 5.9779 -2.0204
H 1.0372 6.3672 -2.4626
H 1.6408 4.7728 -2.8741
H 1.6569 3.5025 0.5633
H 2.2434 3.3300 -0.8879
C 8.9679 -0.7441 2.4126
O 8.6668 0.2019 1.4530
C 7.2556 0.1594 1.0865
C 6.4133 0.7588 2.2308
C 4.9478 0.3371 2.2252
N 6.4987 2.2527 2.1443
H 8.4663 -1.6947 2.2314
H 8.7198 -0.3555 3.4003
H 10.0360 -0.9529 2.3510
H 7.2327 0.6718 0.1248
H 7.0204 -0.8673 0.8060
H 6.9431 0.4670 3.1375
H 4.8428 -0.7353 2.3892
H 4.4292 0.7045 1.3397
H 4.5146 0.8511 3.0833
H 7.2245 2.3307 1.4463
H 7.0387 2.4318 2.9789
C -5.0694 -1.6799 3.0975
C -5.4400 -3.1093 2.6711
O -5.4044 -4.0797 3.6773
H -4.0592 -1.6276 3.5035
H -5.8610 -1.3412 3.7659
H -5.0914 -1.1425 2.1494
H -4.8484 -3.4525 1.8224
H -6.4467 -3.1379 2.2540
H -5.9440 -4.8107 3.3673
C 0.6493 0.8747 3.4582
C 0.0045 1.0906 4.8137
O -0.5275 -0.1638 5.2546
H 1.2831 1.7001 3.1339
H -0.2375 0.8349 2.8256
H 1.1892 -0.0721 3.4435
H -0.8227 1.7930 4.9159
H 0.7665 1.5732 5.4257
H 0.2546 -0.6843 5.4523
C -0.7516 -1.8685 -5.8400
C -2.1754 -1.8953 -5.1558
O -3.1346 -1.6120 -6.1859
H -0.0377 -2.0141 -5.0293
H -0.5263 -0.9721 -6.4177
H -0.6927 -2.7204 -6.5175
H -2.2939 -1.2000 -4.3247
H -2.2753 -2.9006 -4.7466
H -2.8842 -2.1942 -6.9069
C 4.1810 -4.7182 0.9414
C 3.2398 -3.8541 1.8131
O 3.6968 -3.8570 3.1111
H 4.2649 -5.7110 1.3835
H 5.1947 -4.3234 0.8729
H 3.6913 -4.8438 -0.0242
H 2.2375 -4.2808 1.8502
H 3.0579 -2.8467 1.4389
H 4.5932 -3.5138 3.1259
C -0.6068 -0.3580 0.2494
O -1.9339 -0.7122 0.2568
H -0.0073 -0.9515 -0.4408
H -0.3620 0.6950 0.1106
H -0.1617 -0.5936 1.2160
H -1.9872 -1.5283 0.7595
C -3.4793 2.1201 4.5488
O -4.4549 2.0947 5.5202
H -2.9385 3.0276 4.8173
H -2.9248 1.2105 4.3181
H -3.9401 2.2479 3.5693
H -5.2846 2.3325 5.0999
C -0.5502 -3.1404 3.1031
O -1.1823 -4.1469 2.3378
H -1.1504 -2.7399 3.9200
H 0.4529 -3.3662 3.4651
H -0.3219 -2.2608 2.5012
H -1.5406 -4.7253 3.0151
C -4.3665 3.7959 -2.6130
O -4.1374 3.1408 -3.8505
H -4.1365 3.0660 -1.8368
H -3.5983 4.5586 -2.4858
H -5.3144 4.2873 -2.3939
H -4.4744 2.2442 -3.9140
```



3.
Density functional theory data (ωB97M-V/def2-TZVPD) for a 14-piece molecular cluster, C28H84O14 overall in a non-equilibrium geometry.

The value obtained for the orbital gap is 9.705 eV. The HOMO energy comes out at -9.31 eV. For the relative energy (zero: lowest compared OMol25 entry of this formula, charge and spin), the calculation gives 51.6 kcal per mole. The LUMO energy is 0.4 eV.

Geometry as XYZ:
```
126
C28H84O14 (ωB97M-V/def2-TZVPD)
C -1.4075 0.1171 -13.2838
C -0.6612 1.2091 -14.0158
O -1.4884 1.5845 -15.0877
H -2.3742 0.4350 -12.8917
H -0.8912 -0.2922 -12.4131
H -1.5119 -0.6579 -14.0444
H 0.2298 0.7534 -14.4564
H -0.4010 2.0108 -13.3173
H -0.9862 1.8663 -15.8634
C -2.1377 4.1422 -20.5057
C -1.9960 5.1980 -19.3995
O -1.2963 6.3583 -19.7686
H -2.4516 3.1557 -20.1598
H -1.2669 3.8904 -21.1131
H -2.8826 4.4919 -21.2264
H -1.4274 4.7597 -18.5784
H -3.0027 5.4324 -19.0481
H -1.7770 6.8648 -20.4286
C 2.7836 -1.8773 -19.8767
C 3.5192 -0.6788 -20.4332
O 3.1592 -0.3634 -21.7497
H 3.2404 -2.2772 -18.9724
H 2.5296 -2.6676 -20.5834
H 1.7810 -1.5495 -19.5754
H 4.5905 -0.9128 -20.4425
H 3.5266 0.1618 -19.7286
H 2.2104 -0.5007 -21.8614
C 2.7671 5.5377 -19.0017
C 2.4366 5.2263 -17.5442
O 2.7374 3.8633 -17.2619
H 2.4797 6.5723 -19.1995
H 2.1942 4.8886 -19.6639
H 3.8305 5.4920 -19.2353
H 1.4169 5.5863 -17.3843
H 3.0793 5.8559 -16.9217
H 2.9300 3.7525 -16.3276
C 0.3363 2.4100 -23.5604
C -1.0369 1.7364 -23.4335
O -1.2668 1.5670 -22.0301
H 1.1022 1.7522 -23.1503
H 0.2572 3.4087 -23.1367
H 0.6591 2.5143 -24.5994
H -1.0367 0.7575 -23.9185
H -1.8453 2.3181 -23.8810
H -2.2051 1.5822 -21.8069
C -8.0981 1.5110 -17.5537
C -7.2300 0.9939 -18.6651
O -5.9697 1.6361 -18.5411
H -8.1480 2.5996 -17.5641
H -7.8366 1.1397 -16.5614
H -9.1360 1.1880 -17.6824
H -7.6976 1.3929 -19.5725
H -7.2336 -0.0978 -18.6371
H -5.2816 1.1803 -19.0489
C -4.1342 -1.3242 -15.3797
C -5.3685 -1.3844 -16.2760
O -6.3537 -2.1850 -15.6433
H -4.3729 -0.9966 -14.3692
H -3.4234 -0.5785 -15.7482
H -3.6399 -2.2954 -15.3879
H -5.0953 -1.8040 -17.2493
H -5.7988 -0.3991 -16.4749
H -7.1407 -1.6702 -15.4598
C -3.5748 3.5863 -16.9806
C -4.6307 3.2135 -15.9168
O -5.7962 3.9514 -16.3619
H -2.7311 2.9082 -16.8360
H -3.2941 4.6369 -16.9247
H -3.9654 3.4940 -17.9946
H -4.3790 3.4369 -14.8840
H -4.8887 2.1556 -16.0107
H -6.0679 3.4323 -17.1282
C 0.3809 -3.0583 -22.8236
C -0.5145 -1.8450 -22.5423
O 0.1098 -1.0051 -21.5811
H 1.4244 -2.8056 -23.0159
H -0.0142 -3.5946 -23.6894
H 0.4028 -3.8198 -22.0401
H -1.5010 -2.2678 -22.3314
H -0.6053 -1.3687 -23.5229
H -0.3715 -0.1643 -21.5701
C -6.4240 -2.2335 -21.1218
C -5.2647 -2.7152 -20.3002
O -4.0575 -1.9644 -20.5701
H -6.7926 -1.2247 -20.9487
H -7.2869 -2.8645 -20.8783
H -6.2991 -2.4883 -22.1761
H -4.9595 -3.7192 -20.5999
H -5.5820 -2.6715 -19.2549
H -3.4875 -2.3504 -19.8928
C -4.7326 2.4688 -22.3324
C -5.0539 1.0313 -21.8309
O -4.1935 0.8026 -20.7214
H -4.9921 2.8544 -23.3196
H -3.6618 2.6478 -22.2655
H -5.2550 3.1409 -21.6473
H -4.8741 0.3621 -22.6772
H -6.1215 0.9618 -21.6134
H -4.1177 -0.1708 -20.6969
C -1.6972 0.5283 -18.4623
C -0.4391 1.3388 -18.7034
O -0.0255 1.8920 -17.4695
H -1.9910 -0.0790 -19.3177
H -2.5240 1.1777 -18.1718
H -1.5533 -0.1120 -17.5867
H -0.6864 2.1031 -19.4509
H 0.3972 0.8742 -19.2389
H 0.7903 2.3802 -17.6256
C 1.6858 -0.8142 -16.0980
C 2.9040 -1.7256 -16.2090
O 3.2872 -2.0727 -14.8791
H 1.1465 -0.6702 -17.0377
H 1.9582 0.1841 -15.7567
H 0.9662 -1.2603 -15.4115
H 3.7864 -1.3340 -16.7186
H 2.6391 -2.6461 -16.7381
H 3.3894 -3.0208 -14.7833
C -0.5179 -3.1424 -18.5825
C -1.9259 -3.4220 -18.1665
O -2.5349 -4.2071 -19.1958
H 0.1072 -2.6084 -17.8649
H -0.5353 -2.5303 -19.4890
H 0.0409 -4.0487 -18.8223
H -2.4583 -2.4759 -18.0130
H -1.9502 -3.9570 -17.2135
H -3.1532 -4.8080 -18.7707
```